A molecular structure, C25H30Cl2N8NaS2Se, computed with the ωB97M-V functional and the def2-TZVPD basis.

Geometry as XYZ:
```
69
Properties=species:S:1:pos:R:3:forces:R:3
Na -0.486289 0.156143 -0.459223 -0.1 0.0 0.2
N 0.333358 2.748194 -4.189354 0.0 0.1 0.0
C 0.552117 1.979994 -3.071931 0.1 0.0 0.0
S 0.379106 2.741066 -1.547096 0.0 -0.2 -0.1
N 0.959140 0.750143 -3.376228 0.0 0.0 0.3
N 1.015258 -0.110691 -2.330146 0.1 0.1 -0.4
C 1.713503 -1.162820 -2.546720 -0.1 -0.1 0.1
C 1.736236 -2.281763 -1.600014 0.1 0.1 -0.1
C 2.474995 -3.422480 -1.929741 0.1 0.0 0.0
C 2.463529 -4.507575 -1.076660 0.0 0.0 0.0
C 1.700280 -4.437326 0.079150 0.0 0.0 0.0
C 1.001301 -3.264602 0.327187 0.1 0.0 0.2
N 1.028033 -2.202534 -0.467071 -0.2 0.0 -0.2
H -0.190114 3.591901 -4.028655 0.0 -0.1 0.0
H 0.130889 2.229688 -5.029256 0.0 0.0 0.0
H 2.256835 -1.271369 -3.486692 0.0 0.0 0.0
H 3.036981 -3.441393 -2.854581 0.0 0.0 0.0
H 3.028246 -5.400617 -1.316066 0.0 0.0 0.0
H 1.634179 -5.266056 0.770486 0.0 0.0 0.0
H 0.383700 -3.167732 1.212691 0.0 0.0 0.0
C 1.747040 -0.887857 4.203899 0.0 0.0 0.0
C 1.343756 -0.660820 2.773809 0.0 0.0 0.0
N 0.150007 -0.752014 2.334511 0.1 -0.3 0.1
N -0.803625 -1.082862 3.261269 0.0 0.3 -0.2
C -2.038108 -1.520549 2.855003 0.1 -0.1 0.2
N -2.966471 -1.423985 3.866950 -0.1 0.0 0.0
S -2.357714 -2.188019 1.393941 0.0 0.0 0.0
C 2.403755 -0.373432 1.769487 0.0 -0.1 0.2
C 3.522808 -1.200818 1.721912 0.0 0.0 0.0
C 4.471293 -0.971096 0.744123 0.0 0.0 -0.1
C 4.274009 0.083435 -0.132714 0.0 -0.1 0.0
C 3.127262 0.852151 -0.001126 -0.1 0.0 -0.1
N 2.201409 0.634974 0.932439 0.0 0.0 -0.1
H 1.317393 -1.814334 4.592225 0.0 0.0 0.0
H 2.829061 -0.931003 4.298639 0.0 0.0 0.0
H 1.399885 -0.066526 4.838569 0.0 0.0 0.0
H -0.682209 -0.782434 4.219407 -0.1 0.0 -0.1
H -2.961398 -0.549046 4.374158 0.0 0.0 0.0
H -3.887689 -1.692354 3.555016 0.0 0.0 0.0
H 3.621192 -2.030216 2.410304 0.0 0.0 0.0
H 5.339254 -1.612569 0.658537 0.0 0.0 0.0
H 4.975443 0.294423 -0.927922 0.0 0.0 0.0
H 2.913982 1.651879 -0.698040 -0.1 0.1 0.0
C -5.917288 3.794589 -5.270949 0.0 0.0 0.0
C -5.343793 2.985706 -4.138148 0.0 0.0 0.0
C -4.927850 3.584765 -2.959724 0.0 0.0 0.0
C -4.398628 2.848891 -1.902977 0.0 0.0 0.1
C -3.943462 3.577452 -0.673540 0.0 0.0 0.1
C -4.280214 1.451737 -1.997651 0.1 0.2 0.0
Se -3.602104 0.392402 -0.554007 0.0 0.0 0.1
C -4.686856 0.841062 -3.198884 0.0 -0.1 0.1
C -4.567129 -0.645322 -3.380630 0.0 0.0 0.0
C -5.210051 1.606480 -4.232955 0.0 0.0 -0.1
H -5.810547 4.863000 -5.079141 0.0 0.0 0.0
H -6.981611 3.590650 -5.416305 0.0 0.0 0.0
H -5.415808 3.575306 -6.216302 0.0 0.0 0.0
H -5.001901 4.663728 -2.858928 0.0 0.0 0.0
H -4.027268 4.656841 -0.812289 0.0 0.0 0.0
H -2.906533 3.322113 -0.446481 0.0 0.0 0.0
H -4.539915 3.281732 0.194127 0.0 0.0 0.0
H -3.565061 -0.987446 -3.116260 0.0 0.0 0.0
H -4.790690 -0.924199 -4.411761 0.0 0.0 0.0
H -5.246645 -1.178276 -2.711252 0.0 0.0 0.0
H -5.509925 1.106199 -5.149673 0.0 0.0 0.0
Cl -2.501743 1.933372 4.230325 0.0 0.1 -0.1
C -2.610318 2.324036 2.469649 -0.1 -0.1 -0.1
Cl -1.042021 2.303261 1.689375 0.2 0.1 0.2
H -3.017734 3.327111 2.407486 0.0 -0.1 0.0
H -3.237898 1.584933 1.963331 0.0 0.1 0.1
```
Positions in Å, forces in eV/Å.

Computed properties:
* highest occupied orbital energy: -0.12571 hartree
* E: -154814.3832 eV
* LUMO level: 1.87 eV
* strongest force on any atom: 0.4 eV/Å
* ΔE to the lowest compared entry with this formula, charge and spin: 103.6 kJ/mol
* charge: -1
* HOMO-LUMO gap: 5.29 eV